Model w:
An isolated molecule of C4H6S, computed with ωB97M-V/def2-TZVPD.

Last column: Mulliken charge in e.
Element x y z (Å)
C1 3.08 -0.38 -0.05  -1.03
C2 1.65 0.11 0.04  0.66
C3 0.53 0.46 0.05  -0.08
C4 -0.84 0.99 -0.01  -0.97
H1 3.71 0.09 -0.79  0.30
H2 3.56 -0.18 0.98  0.26
H3 2.97 -1.51 -0.18  0.25
H4 -0.92 1.47 -0.94  0.30
H5 -1.14 1.67 0.75  0.37
H6 -1.86 -0.62 1.28  0.14
S1 -2.05 -0.50 -0.08  -0.20

Values from the calculation:
- HOMO-LUMO gap (eV) = 9.94
- HOMO level (eV) = -9.07


Model x:
A structure of composition C4H6S, computed with ωB97M-V/def2-TZVPD.

Last column: Mulliken charge in e.
Element x y z (Å)
C1 0.45 -1.36 -0.44  -0.90
C2 -0.07 -0.36 0.41  0.16
C3 -0.52 0.97 -0.22  -1.21
C4 -1.07 1.75 -0.87  0.48
H1 1.25 -1.01 -0.83  0.39
H2 -0.28 -2.03 -0.99  0.28
H3 0.81 -2.07 0.56  0.19
H4 -0.85 -0.69 0.98  0.41
H5 1.18 1.97 0.94  0.17
H6 -2.02 2.52 -1.24  0.30
S1 1.13 0.32 1.71  -0.27

Values from the calculation:
- HOMO-LUMO gap (eV) = 9.17
- HOMO level (eV) = -9.24


Each structure's energy above the most stable one, in hartree: model w 0.0000; model x 0.1474.


Model w:
An isolated molecule of C4H6S, computed with ωB97M-V/def2-TZVPD.

Last column: Mulliken charge in e.
Element x y z (Å)
C1 -0.58 1.36 0.03  -0.83
C2 -0.98 -0.11 0.15  0.30
C3 0.19 -1.07 0.25  -0.16
C4 1.43 -0.77 -0.16  -0.70
H1 -0.88 1.88 0.98  0.27
H2 -1.03 1.71 -0.82  0.29
H3 0.58 1.39 -0.02  0.21
H4 -0.10 -1.98 0.80  0.32
H5 1.77 0.04 -0.70  0.35
H6 2.05 -1.71 -0.41  0.21
S1 -2.45 -0.73 -0.11  -0.26

Values from the calculation:
- HOMO-LUMO gap (eV) = 8.22
- HOMO level (eV) = -8.69


Model x:
A cluster of 2 separate species, C4H6S in total, computed with ωB97M-V/def2-TZVPD.

Last column: Mulliken charge in e.
Element x y z (Å)
C1 -0.55 1.92 -0.90  -0.91
C2 -0.08 0.61 -0.62  0.75
C3 0.47 -0.19 0.02  -0.44
C4 0.88 -1.53 0.77  -0.61
H1 0.00 2.65 -0.29  0.27
H2 -0.26 2.04 -2.15  0.22
H3 -1.73 2.23 -0.88  0.25
H4 1.85 -1.43 1.38  0.29
H5 1.41 -2.12 -0.19  0.24
H6 -1.83 -1.45 1.24  0.11
S1 -0.14 -2.73 1.62  -0.17

Values from the calculation:
- HOMO-LUMO gap (eV) = 7.38
- HOMO level (eV) = -8.95


Each structure's energy above the most stable one, in hartree: model w 0.0000; model x 0.1803.


Model w:
An isolated molecule of C4H6S, computed with ωB97M-V/def2-TZVPD.

Last column: Mulliken charge in e.
Element x y z (Å)
C1 -0.95 -0.08 1.16  -0.21
C2 -1.27 -0.26 -0.14  -0.71
C3 0.51 0.36 1.03  -0.79
C4 0.04 0.21 -0.72  -0.04
S1 0.92 -1.03 -1.67  -0.26
H1 -1.32 -0.22 2.11  0.43
H2 -1.97 -0.85 -0.62  0.44
H3 0.78 1.37 1.10  0.30
H4 1.38 -0.27 1.10  0.32
H5 -0.19 1.14 -1.12  0.38
H6 2.07 -0.38 -2.22  0.14

Values from the calculation:
- HOMO-LUMO gap (eV) = 9.47
- HOMO level (eV) = -8.62


Model x:
An isolated molecule of C4H6S, computed with ωB97M-V/def2-TZVPD.

Last column: Mulliken charge in e.
Element x y z (Å)
C1 -0.94 -1.00 0.27  0.04
C2 0.14 -0.21 0.21  -0.07
C3 -1.17 1.32 -0.23  -0.66
C4 1.57 -0.32 -0.02  -1.03
S1 -2.33 -0.09 0.03  -0.15
H1 -0.91 -2.04 0.65  0.31
H2 -1.24 1.82 0.68  0.30
H3 -1.19 1.72 -1.17  0.39
H4 1.79 -1.03 -0.92  0.23
H5 2.21 -0.69 0.83  0.28
H6 2.08 0.52 -0.32  0.34

Values from the calculation:
- HOMO-LUMO gap (eV) = 8.74
- HOMO level (eV) = -7.91


Model y:
An isolated molecule of C4H6S, computed with ωB97M-V/def2-TZVPD.

Last column: Mulliken charge in e.
Element x y z (Å)
C1 0.18 -0.91 1.03  -1.31
C2 0.10 0.06 -0.25  0.92
C3 1.09 0.20 -1.17  -0.94
C4 -1.17 0.77 -0.31  -0.40
H1 -0.61 -1.60 1.15  0.36
H2 -0.01 -0.24 1.80  0.41
H3 1.17 -1.26 1.13  0.35
H4 2.06 -0.32 -1.15  0.26
H5 0.88 0.84 -1.94  0.32
H6 -1.27 1.62 -1.02  0.24
S1 -2.41 0.85 0.72  -0.22

Values from the calculation:
- HOMO-LUMO gap (eV) = 7.89
- HOMO level (eV) = -8.67


Each structure's energy above the most stable one, in hartree: model w 0.0477; model x 0.0722; model y 0.0000.


Model w:
The ion C4H7N2O with charge +1, computed with ωB97M-V/def2-TZVPD.

Last column: Mulliken charge in e.
Element x y z (Å)
C1 -1.39 0.36 2.86  -0.14
C2 -0.12 0.04 -0.40  0.96
C3 -0.79 1.25 -0.95  -1.04
C4 1.78 -1.46 -0.83  -0.64
N1 -0.93 0.15 1.80  0.08
N2 -0.23 -0.30 0.86  -0.35
O1 0.77 -0.51 -1.15  -0.32
H1 -1.89 0.71 3.72  0.52
H2 -1.55 1.03 -1.70  0.32
H3 -0.14 1.87 -1.58  0.32
H4 -1.29 1.85 -0.22  0.37
H5 2.49 -1.18 -1.57  0.26
H6 1.91 -1.35 0.20  0.38
H7 1.37 -2.45 -1.02  0.29

Values from the calculation:
- HOMO-LUMO gap (eV) = 10.45
- total charge = +1
- HOMO level (eV) = -15.05


Model x:
A structure of composition C4H7N2O, computed with ωB97M-V/def2-TZVPD.

Last column: Mulliken charge in e.
Element x y z (Å)
C1 -0.42 -1.64 -0.10  -0.02
C2 -1.47 0.40 0.06  0.34
C3 0.43 0.42 0.56  -0.08
C4 1.22 1.38 -0.27  -1.17
N1 -1.57 -0.96 -0.19  -0.03
N2 0.62 -0.97 0.29  -0.05
O1 -2.23 1.28 0.01  -0.36
H1 -0.39 -2.69 -0.35  0.41
H2 0.41 0.64 1.63  0.37
H3 1.32 1.03 -1.29  0.36
H4 2.22 1.53 0.15  0.37
H5 0.72 2.35 -0.28  0.33
H6 -2.42 -1.39 -0.52  0.25
H7 1.55 -1.38 0.32  0.26

Values from the calculation:
- HOMO-LUMO gap (eV) = 9.72
- total charge = +1
- HOMO level (eV) = -14.47


Model y:
A cluster of 2 separate species, C4H7N2O in total, computed with ωB97M-V/def2-TZVPD.

Last column: Mulliken charge in e.
Element x y z (Å)
C1 -0.93 0.40 -0.12  0.39
C2 0.67 -0.86 0.61  0.77
C3 -0.66 1.32 -1.16  -1.17
C4 1.82 -0.53 -0.13  -0.92
N1 -1.78 -0.62 1.76  -0.80
N2 -1.59 0.00 0.76  0.70
O1 0.30 -1.38 1.56  -0.23
H1 -1.62 1.78 -1.44  0.32
H2 0.18 1.90 -0.71  0.34
H3 -0.34 0.69 -2.04  0.36
H4 1.83 0.48 -0.56  0.26
H5 2.06 -1.26 -0.94  0.35
H6 2.75 -0.96 0.42  0.36
H7 -2.69 -0.97 2.00  0.29

Values from the calculation:
- HOMO-LUMO gap (alpha / beta) (eV) = 8.68 / 8.68
- total charge = +1
- HOMO level (alpha / beta) (eV) = -13.77 / -13.77


Model z:
The ion C4H7N2O with charge +1, computed with ωB97M-V/def2-TZVPD.

Last column: Mulliken charge in e.
Element x y z (Å)
C1 0.62 -0.74 0.36  0.36
C2 -1.93 -0.85 -0.27  0.09
C3 0.05 0.79 0.67  -0.12
C4 0.25 1.89 -0.29  -0.85
N1 -0.61 -0.41 0.13  -0.01
N2 1.45 -1.63 0.00  -0.30
O1 -2.81 -0.12 -0.34  -0.32
H1 -1.84 -1.84 -0.53  0.37
H2 0.00 0.88 1.76  0.39
H3 0.45 2.77 0.37  0.29
H4 -0.58 1.92 -1.00  0.33
H5 1.29 1.44 -0.66  0.25
H6 2.45 -1.54 0.03  0.26
H7 1.19 -2.55 -0.25  0.25

Values from the calculation:
- HOMO-LUMO gap (eV) = 10.60
- total charge = +1
- HOMO level (eV) = -15.09


Each structure's energy above the most stable one, in hartree: model w 0.1073; model x 0.0000; model y 0.1655; model z 0.0922.


Model w:
A cluster of 2 separate species, C6H15NO in total, computed with ωB97M-V/def2-TZVPD.

Last column: Mulliken charge in e.
Element x y z (Å)
C1 0.61 -0.85 -1.60  1.17
C2 1.15 -2.06 -1.34  -1.14
C3 -0.79 0.70 1.81  -0.47
C4 -0.87 -0.68 -1.81  -1.09
C5 0.24 2.13 0.00  -1.02
C6 -0.67 -0.58 2.61  -1.16
N1 0.15 0.79 0.57  -0.20
O1 1.35 0.14 -2.23  -0.48
H1 2.23 -0.20 -2.41  0.29
H2 1.07 0.50 0.89  0.22
H3 0.57 -2.97 -1.42  0.23
H4 2.22 -2.22 -1.42  0.27
H5 -1.81 0.85 1.44  0.31
H6 -0.57 1.57 2.46  0.36
H7 -1.29 -0.18 -0.93  0.10
H8 -1.11 -0.03 -2.65  0.30
H9 -1.35 -1.65 -1.95  0.37
H10 0.64 2.87 0.71  0.37
H11 -0.75 2.44 -0.33  0.33
H12 0.90 2.11 -0.86  0.29
H13 -1.01 -1.42 2.02  0.27
H14 -1.28 -0.51 3.51  0.38
H15 0.36 -0.75 2.93  0.31

Values from the calculation:
- HOMO-LUMO gap (eV) = 9.20
- HOMO level (eV) = -8.27


Model x:
An isolated molecule of C6H15NO, computed with ωB97M-V/def2-TZVPD.

Last column: Mulliken charge in e.
Element x y z (Å)
C1 0.55 -1.84 1.89  -0.99
N1 0.08 -1.16 0.69  -0.30
C2 0.75 0.09 0.38  0.36
C3 0.34 0.61 -0.99  -1.29
C4 -1.20 0.58 -1.30  -0.33
C5 -1.51 -0.19 -2.58  -1.32
C6 0.35 1.14 1.43  -0.83
O1 1.37 2.11 1.66  -0.53
H1 -0.27 -2.36 2.37  0.29
H2 0.97 -1.13 2.59  0.34
H3 1.34 -2.58 1.67  0.29
H4 0.07 -1.81 -0.08  0.23
H5 1.85 0.01 0.35  0.43
H6 0.87 0.18 -1.85  0.52
H7 0.67 1.65 -1.01  0.34
H8 -1.49 1.63 -1.36  0.35
H9 -1.67 0.11 -0.44  0.38
H10 -2.49 0.03 -3.00  0.37
H11 -0.79 0.03 -3.34  0.36
H12 -1.52 -1.26 -2.35  0.29
H13 -0.47 1.73 1.04  0.26
H14 -0.02 0.77 2.39  0.45
H15 2.21 1.66 1.84  0.33

Values from the calculation:
- HOMO-LUMO gap (eV) = 9.80
- HOMO level (eV) = -8.83


Each structure's energy above the most stable one, in hartree: model w 0.0309; model x 0.0000.


Model w:
A cluster of 2 separate species, C6H15NO in total, computed with ωB97M-V/def2-TZVPD.

Last column: Mulliken charge in e.
Element x y z (Å)
C1 -1.95 0.80 0.21  -0.22
C2 -2.30 -0.45 1.15  -0.41
O1 -2.53 -1.65 0.44  -0.54
C3 -1.36 0.35 -1.15  -0.69
N1 1.50 -0.80 -0.14  -0.51
C4 3.01 -0.66 -0.46  -1.08
C5 1.74 0.47 0.38  0.37
C6 1.89 1.82 -0.30  -0.93
H1 -1.15 1.39 0.75  0.09
H2 -2.88 1.44 0.17  0.36
H3 -3.30 -0.20 1.56  0.29
H4 -1.61 -0.59 2.01  0.26
H5 -1.69 -2.15 0.37  0.32
H6 -2.13 -0.31 -1.70  0.28
H7 -1.11 1.13 -1.95  0.25
H8 -0.49 -0.23 -0.76  0.05
H9 3.94 0.01 -0.20  0.31
H10 3.54 -1.61 -0.05  0.33
H11 3.03 -0.90 -1.55  0.33
H12 1.92 0.55 1.47  0.22
H13 1.43 2.61 0.30  0.35
H14 1.20 1.76 -1.18  0.21
H15 2.87 1.98 -0.72  0.35

Values from the calculation:
- HOMO-LUMO gap (eV) = 7.90
- HOMO level (eV) = -7.74


Model x:
An isolated molecule of C6H15NO, computed with ωB97M-V/def2-TZVPD.

Last column: Mulliken charge in e.
Element x y z (Å)
C1 1.88 1.32 0.78  -1.05
N1 0.77 0.66 1.39  -0.24
C2 -0.53 0.64 0.71  0.25
C3 -0.46 0.36 -0.76  -0.95
C4 -0.03 -1.09 -1.15  -0.12
C5 -0.11 -1.32 -2.65  -1.30
C6 -1.43 -0.28 1.53  -0.71
O1 -1.23 -0.08 2.95  -0.55
H1 1.98 1.30 -0.32  0.29
H2 2.81 0.82 1.08  0.36
H3 1.99 2.39 1.00  0.27
H4 1.02 -0.18 1.89  0.29
H5 -0.91 1.67 0.78  0.12
H6 0.22 1.06 -1.25  0.40
H7 -1.38 0.54 -1.33  0.43
H8 -0.72 -1.74 -0.61  0.23
H9 0.93 -1.35 -0.70  0.28
H10 -1.12 -1.52 -2.99  0.32
H11 0.19 -0.38 -3.15  0.32
H12 0.56 -2.08 -3.05  0.36
H13 -2.49 -0.21 1.32  0.33
H14 -1.07 -1.30 1.44  0.35
H15 -0.85 0.77 3.08  0.33

Values from the calculation:
- HOMO-LUMO gap (eV) = 9.67
- HOMO level (eV) = -8.65


Each structure's energy above the most stable one, in hartree: model w 0.1846; model x 0.0000.